# 1
DFT (wB97M-V/def2-TZVPD) results for a molecular structure, C39H49GeNO5PdTe at a distorted geometry.

Results
Kohn-Sham gap (spin up / spin down) in eV: 7.573 / 5.698
Energy relative to the best compared isomer or geometry (same formula, charge and spin) in kcal/mol: 0.0
Highest occupied orbital energy (spin up / spin down) in eV: -12.848 / -13.676
Total charge: +2
Lowest unoccupied orbital energy (spin up / spin down) in eV: -5.274 / -7.978
2S+1: 5
F_max in eV/Å: 1.3
<S²>: 6.052

Last column: Löwdin charge in e.
CARTESIAN COORDINATES (ANGSTROEM)
Pd -0.559 -0.107 0.344  0.84
C 3.079 0.267 0.445  -0.05
O 2.037 -0.650 0.124  -0.30
C 2.464 -1.683 -0.739  -0.18
C 1.381 -2.745 -0.790  -0.14
O 0.036 -2.249 -0.869  -0.31
C -0.531 -2.124 -2.191  -0.14
C -0.040 -0.909 -2.931  -0.18
O -0.224 0.193 -2.074  -0.28
C 0.582 1.321 -2.434  -0.05
H 3.903 -0.243 0.951  0.10
H 3.469 0.751 -0.452  0.10
H 2.652 1.018 1.105  0.09
H 2.713 -1.288 -1.726  0.13
H 3.367 -2.155 -0.339  0.14
H 1.566 -3.429 -1.620  0.15
H 1.421 -3.323 0.131  0.12
H -0.317 -3.023 -2.769  0.14
H -1.607 -2.055 -2.041  0.12
H 1.014 -1.013 -3.193  0.13
H -0.603 -0.778 -3.858  0.14
H 0.278 1.717 -3.401  0.10
H 0.444 2.080 -1.669  0.09
H 1.633 1.033 -2.484  0.09
C -0.889 4.300 6.186  -0.01
C -0.795 3.642 4.852  -0.17
C -1.247 4.295 3.681  0.05
C -1.144 3.714 2.456  -0.01
C -1.839 4.326 1.265  -0.29
O -2.461 3.568 0.558  0.08
C -1.843 5.793 1.050  -0.16
C -2.933 6.347 0.378  -0.01
C -2.997 7.713 0.165  -0.05
C -1.962 8.532 0.603  -0.05
C -0.858 7.984 1.244  -0.06
C -0.798 6.618 1.472  -0.03
C -0.501 2.393 2.316  -0.27
O -0.182 1.933 1.215  -0.02
C -0.149 1.681 3.549  -0.04
C -0.280 2.326 4.744  0.06
C 0.380 0.293 3.531  -0.17
N 0.399 -0.423 2.470  0.04
C 0.961 -1.775 2.513  -0.26
C -0.151 -2.811 2.598  -0.36
Te -1.823 -2.266 1.363  1.63
C -2.894 -1.467 2.998  -0.51
C -3.040 -0.093 3.142  -0.15
C -3.700 0.408 4.257  -0.06
C -4.204 -0.461 5.216  -0.05
C -4.057 -1.835 5.062  -0.06
C -3.407 -2.345 3.945  -0.14
C 0.864 -0.268 4.836  -0.23
C 2.184 -0.099 5.241  -0.03
C 2.599 -0.619 6.461  -0.05
C 1.698 -1.298 7.273  -0.05
C 0.380 -1.464 6.865  -0.04
C -0.041 -0.952 5.644  -0.03
H -1.496 5.202 6.149  0.09
H 0.111 4.577 6.536  0.11
H -1.304 3.616 6.931  0.10
H -1.734 5.259 3.768  0.14
H -3.733 5.693 0.046  0.12
H -3.854 8.143 -0.339  0.12
H -2.011 9.602 0.435  0.12
H -0.045 8.623 1.568  0.11
H 0.080 6.193 1.946  0.12
H 0.020 1.814 5.651  0.14
H 1.624 -1.911 3.364  0.13
H 1.540 -1.895 1.605  0.08
H -0.568 -2.865 3.600  0.05
H 0.200 -3.798 2.299  0.07
H -2.647 0.584 2.393  0.07
H -3.827 1.478 4.372  0.11
H -4.724 -0.071 6.082  0.12
H -4.454 -2.513 5.806  0.12
H -3.309 -3.418 3.818  0.11
H 2.881 0.441 4.609  0.13
H 3.626 -0.491 6.777  0.12
H 2.024 -1.695 8.226  0.12
H -0.324 -1.991 7.499  0.12
H -1.076 -1.064 5.327  0.11
C -5.033 2.514 -1.347  -0.21
Ge -3.260 1.877 -1.889  0.75
C -2.156 3.358 -2.542  -0.21
C -3.614 0.853 -3.543  -0.21
C -2.795 0.472 -0.591  -0.20
H -5.293 3.376 -1.966  0.03
H -5.062 2.803 -0.295  0.01
H -5.768 1.726 -1.522  0.03
H -2.835 4.200 -2.692  0.03
H -1.724 3.089 -3.506  0.02
H -1.369 3.673 -1.855  0.01
H -4.121 1.519 -4.247  0.03
H -4.265 -0.002 -3.336  0.02
H -2.683 0.501 -3.999  0.00
H -2.944 -0.516 -1.029  -0.03
H -3.336 0.581 0.350  -0.02


# 2
DFT (wB97M-V/def2-TZVPD) results for a molecular structure, C39H50ClN7O6S2Sc at a distorted geometry.

Results
Kohn-Sham gap in eV: 5.887
Energy relative to the best compared isomer or geometry (same formula, charge and spin) in kcal/mol: 56.2
Highest occupied orbital energy in eV: -8.930
Total charge: +1
Lowest unoccupied orbital energy in eV: -3.043
2S+1: 1
F_max in eV/Å: 1.1

Last column: Löwdin charge in e.
CARTESIAN COORDINATES (ANGSTROEM)
Sc -0.095 0.342 1.198  1.05
N -2.497 0.573 5.110  0.08
C -1.412 0.070 4.466  -0.90
S 0.180 0.583 4.993  0.53
N -1.688 -0.790 3.523  -0.01
N -0.619 -1.108 2.712  -0.13
C -0.399 -2.346 2.506  -0.05
C 0.769 -2.855 1.780  -0.13
C 0.974 -4.236 1.764  -0.04
C 2.147 -4.796 1.287  -0.09
C 3.154 -3.945 0.836  -0.09
C 2.960 -2.573 0.826  -0.04
C 1.762 -2.002 1.265  -0.32
O 1.589 -0.680 1.224  -0.22
H -2.348 1.014 5.998  0.07
H -3.407 0.197 4.891  0.08
H -1.048 -3.070 2.995  0.14
H 0.197 -4.877 2.170  0.12
H 2.289 -5.869 1.296  0.10
H 4.095 -4.356 0.489  0.11
H 3.745 -1.916 0.469  0.10
N 5.203 2.450 2.149  0.24
C 4.139 1.357 1.941  -0.24
C 2.992 1.613 2.898  -0.09
C 2.074 2.798 2.489  -0.33
N 0.701 2.294 2.444  -0.02
C 2.428 3.405 1.124  -0.10
C 2.680 2.359 0.040  -0.32
N 1.396 1.707 -0.266  0.03
C 3.720 1.297 0.476  -0.09
H 5.540 2.437 3.111  0.17
H 4.798 3.368 1.971  0.14
H 5.997 2.325 1.523  0.17
H 4.655 0.437 2.212  0.16
H 3.355 1.731 3.924  0.13
H 2.399 0.699 2.904  0.09
H 2.160 3.586 3.238  0.14
H 0.036 3.052 2.328  0.11
H 0.470 1.875 3.370  -0.06
H 3.278 4.096 1.191  0.11
H 1.595 4.041 0.813  0.13
H 3.068 2.872 -0.843  0.14
H 1.518 0.966 -0.961  0.05
H 0.731 2.367 -0.656  0.08
H 4.602 1.310 -0.176  0.12
H 3.247 0.322 0.376  0.09
O 1.516 -0.781 -1.992  -0.55
S 2.819 -1.292 -2.558  0.99
C 3.326 -0.103 -3.841  -0.28
C 2.262 0.184 -4.862  -0.28
C 2.423 -0.258 -6.174  -0.06
C 1.438 -0.029 -7.127  -0.07
C 0.278 0.647 -6.776  -0.08
C 0.112 1.098 -5.471  -0.07
C 1.097 0.873 -4.520  -0.04
C 2.413 -2.696 -3.664  -0.24
C 1.043 -3.254 -3.383  -0.28
C 0.090 -3.233 -4.397  -0.04
C -1.177 -3.765 -4.184  -0.09
C -1.506 -4.296 -2.944  -0.09
C -0.564 -4.297 -1.919  -0.06
C 0.706 -3.784 -2.139  -0.03
H 4.227 -0.530 -4.290  0.10
H 3.609 0.788 -3.275  0.09
H 3.330 -0.785 -6.456  0.12
H 1.581 -0.374 -8.144  0.11
H -0.487 0.835 -7.519  0.11
H -0.786 1.637 -5.192  0.11
H 0.956 1.232 -3.508  0.10
H 3.207 -3.423 -3.478  0.10
H 2.470 -2.350 -4.692  0.07
H 0.348 -2.815 -5.366  0.12
H -1.902 -3.772 -4.990  0.11
H -2.492 -4.715 -2.776  0.11
H -0.812 -4.704 -0.947  0.11
H 1.434 -3.793 -1.333  0.10
C -3.361 -1.129 -1.151  0.04
C -1.866 -1.036 -1.164  -0.50
N -1.240 -1.121 -2.317  0.24
O -1.245 -0.889 -0.090  -0.05
H -3.712 -1.921 -1.814  0.09
H -3.773 -0.179 -1.501  0.10
H -3.706 -1.319 -0.138  0.09
H -1.751 -1.283 -3.167  0.12
H -0.220 -1.068 -2.343  0.07
C -4.827 4.227 3.943  -0.02
C -5.064 2.793 3.554  -0.19
C -5.786 1.931 4.363  -0.07
C -5.985 0.608 3.992  -0.69
Cl -6.893 -0.449 5.037  0.66
C -5.460 0.123 2.814  -0.10
C -4.735 0.978 1.990  -0.01
C -4.550 2.298 2.354  -0.22
O -3.874 3.218 1.595  -0.02
C -3.332 2.815 0.365  -0.09
C -2.071 1.989 0.478  -0.59
O -1.364 1.822 -0.542  -0.03
O -1.770 1.486 1.608  -0.08
H -5.229 4.428 4.935  0.08
H -5.300 4.909 3.232  0.09
H -3.760 4.457 3.943  0.08
H -6.196 2.292 5.299  0.11
H -5.595 -0.916 2.543  0.11
H -4.291 0.580 1.088  0.09
H -3.075 3.722 -0.175  0.14
H -4.062 2.263 -0.236  0.14


# 3
DFT (wB97M-V/def2-TZVPD) results for a molecular structure, C39H50Ge2N5O2PdS2Se.

Results
Kohn-Sham gap (spin up / spin down) in eV: 6.086 / 6.817
Energy relative to the best compared isomer or geometry (same formula, charge and spin) in kcal/mol: 0.0
Highest occupied orbital energy (spin up / spin down) in eV: -3.855 / -4.598
Total charge: -1
Lowest unoccupied orbital energy (spin up / spin down) in eV: 2.231 / 2.219
2S+1: 3
F_max in eV/Å: 0.4
<S²>: 2.008

Last column: Löwdin charge in e.
CARTESIAN COORDINATES (ANGSTROEM)
Pd -0.197 0.764 -0.013  0.43
C -0.110 1.428 3.609  -0.16
C -0.162 1.152 5.135  -0.15
N 0.705 0.017 5.479  -0.17
C 2.062 0.308 5.012  -0.16
C 2.070 0.472 3.466  -0.17
N 0.706 0.404 2.956  -0.18
C 0.147 -0.913 3.252  -0.18
C 0.213 -1.175 4.780  -0.16
H 0.329 2.403 3.386  0.12
H -1.100 1.428 3.157  0.08
H -1.177 0.907 5.459  0.11
H 0.164 2.020 5.714  0.11
H 2.721 -0.503 5.335  0.11
H 2.397 1.222 5.509  0.11
H 2.651 -0.325 2.989  0.10
H 2.508 1.426 3.167  0.10
H 0.705 -1.664 2.687  0.09
H -0.878 -0.929 2.876  0.10
H 0.886 -2.004 5.018  0.11
H -0.770 -1.426 5.186  0.11
C 3.357 2.440 0.485  -0.21
Ge 4.115 1.143 -0.768  0.76
C 6.078 1.311 -0.803  -0.23
C 3.464 1.343 -2.606  -0.23
C 3.640 -0.645 -0.077  -0.58
Se 1.715 -1.019 -0.196  0.86
C 1.684 -1.684 -2.020  -0.36
H 3.349 3.450 0.075  0.02
H 3.943 2.440 1.406  0.02
H 2.325 2.166 0.710  -0.01
H 6.364 2.299 -1.170  0.01
H 6.523 0.562 -1.460  0.01
H 6.499 1.186 0.195  0.01
H 3.736 2.328 -2.986  0.01
H 2.378 1.241 -2.647  0.00
H 3.924 0.595 -3.255  0.02
H 3.878 -0.680 0.988  -0.01
H 4.172 -1.469 -0.554  0.01
H 2.238 -1.021 -2.678  0.00
H 0.640 -1.694 -2.325  0.00
H 2.096 -2.690 -2.055  0.03
N -6.713 3.683 -2.830  0.08
C -5.666 3.697 -1.894  -0.32
C -5.231 2.499 -1.323  -0.01
C -4.228 2.505 -0.375  -0.04
C -3.659 3.706 0.031  -0.28
C -4.086 4.899 -0.525  -0.06
C -5.088 4.895 -1.487  -0.04
S -2.366 3.681 1.244  0.54
O -2.116 5.065 1.601  -0.38
O -2.801 2.783 2.282  -0.32
N -1.120 3.023 0.502  -0.17
C -0.322 3.736 -0.309  -0.72
S -0.246 5.486 -0.468  1.02
C 1.008 5.303 -1.651  -0.43
C 1.277 3.992 -1.830  -0.30
N 0.537 3.107 -1.091  -0.01
H -6.802 2.800 -3.310  0.08
H -6.678 4.447 -3.487  0.08
H -5.679 1.561 -1.627  0.08
H -3.877 1.574 0.055  0.08
H -3.636 5.827 -0.198  0.10
H -5.426 5.831 -1.919  0.10
H 1.461 6.147 -2.143  0.05
H 2.011 3.613 -2.523  0.07
C -1.916 -0.204 0.319  -0.34
Ge -2.669 -1.149 -1.142  0.86
C -1.769 -0.625 -2.822  -0.29
C -1.520 -1.542 -3.844  -0.13
C -0.828 -1.167 -4.990  -0.11
C -0.371 0.137 -5.129  -0.11
C -0.622 1.065 -4.126  -0.09
C -1.322 0.687 -2.987  -0.12
C -2.373 -3.100 -1.009  -0.27
C -3.242 -4.029 -1.579  -0.11
C -2.979 -5.392 -1.512  -0.10
C -1.836 -5.849 -0.870  -0.11
C -0.964 -4.937 -0.288  -0.09
C -1.236 -3.577 -0.356  -0.11
C -4.606 -0.961 -1.507  -0.29
C -5.529 -0.955 -0.461  -0.12
C -6.891 -0.831 -0.704  -0.10
C -7.359 -0.724 -2.008  -0.11
C -6.455 -0.736 -3.062  -0.11
C -5.092 -0.844 -2.809  -0.12
H -2.560 0.146 1.128  -0.06
H -1.845 -2.572 -3.734  0.10
H -0.633 -1.897 -5.767  0.09
H 0.178 0.429 -6.016  0.09
H -0.266 2.085 -4.218  0.10
H -1.493 1.419 -2.204  0.07
H -4.142 -3.685 -2.080  0.09
H -3.669 -6.098 -1.960  0.09
H -1.629 -6.911 -0.816  0.09
H -0.075 -5.285 0.223  0.10
H -0.562 -2.873 0.123  0.06
H -5.179 -1.031 0.563  0.11
H -7.588 -0.813 0.125  0.10
H -8.421 -0.626 -2.200  0.09
H -6.810 -0.653 -4.083  0.10
H -4.395 -0.831 -3.640  0.09


# 4
DFT (wB97M-V/def2-TZVPD) results for a molecular structure, C39H51As2N3NiO10P at a distorted geometry.

Results
Kohn-Sham gap (spin up / spin down) in eV: 6.199 / 5.241
Highest occupied orbital energy (spin up / spin down) in eV: -3.939 / -4.047
Total charge: -1
Lowest unoccupied orbital energy (spin up / spin down) in eV: 2.260 / 1.194
2S+1: 3
F_max in eV/Å: 4.0
<S²>: 2.016

Last column: Löwdin charge in e.
CARTESIAN COORDINATES (ANGSTROEM)
Ni -20.693 4.328 9.435  0.24
C -22.703 2.962 4.850  -0.03
N -22.908 2.913 6.293  -0.07
C -23.770 2.000 6.815  -0.12
C -24.030 1.863 8.112  -0.01
C -23.327 2.736 9.063  -0.48
O -23.580 2.672 10.305  -0.05
N -22.529 3.699 8.518  0.11
C -22.432 3.909 7.179  -0.53
O -21.941 4.936 6.750  -0.01
H -22.074 2.156 4.510  0.07
H -22.218 3.917 4.683  0.08
H -23.704 2.912 4.335  0.10
H -24.259 1.394 6.041  0.12
H -24.676 1.080 8.574  0.12
C -23.460 6.063 11.321  -0.09
C -22.845 7.029 10.321  -0.68
C -23.105 8.478 10.742  -0.10
C -23.529 6.850 8.919  -0.07
P -21.054 6.548 10.152  1.13
C -20.461 7.844 9.019  -0.33
C -20.209 9.207 9.339  -0.10
C -19.832 10.091 8.355  -0.11
C -19.710 9.672 7.054  -0.12
C -19.796 8.354 6.728  -0.07
C -20.208 7.426 7.720  -0.12
C -20.118 6.791 11.824  -0.64
C -20.666 7.991 12.652  -0.10
C -18.652 7.093 11.534  -0.10
C -20.197 5.435 12.623  -0.07
H -24.501 6.288 11.322  0.07
H -23.021 6.233 12.297  0.06
H -23.307 5.049 10.986  0.06
H -24.222 8.677 10.737  0.10
H -22.693 9.242 10.067  0.07
H -22.810 8.637 11.796  0.05
H -24.633 6.933 9.154  0.10
H -23.320 5.921 8.434  0.03
H -23.258 7.667 8.261  0.07
H -20.312 9.593 10.375  0.09
H -19.743 11.137 8.591  0.10
H -19.392 10.458 6.329  0.11
H -19.599 8.044 5.740  0.09
H -20.417 6.436 7.419  0.00
H -20.637 8.947 12.094  0.06
H -19.910 8.104 13.481  0.09
H -21.645 7.791 13.006  0.04
H -18.524 8.048 11.012  0.07
H -18.200 6.237 11.030  0.05
H -18.162 7.155 12.548  0.10
H -21.244 5.302 12.924  0.07
H -19.544 5.556 13.503  0.09
H -19.783 4.686 12.011  0.03
C -16.697 5.192 3.776  -0.06
O -17.757 4.296 3.586  -0.02
C -18.231 3.540 4.600  -0.52
O -19.198 2.829 4.409  0.11
C -17.548 3.655 5.906  -0.29
C -16.351 3.019 6.118  -0.33
As -15.281 2.921 7.724  1.33
C -14.780 0.983 7.617  -0.24
C -16.811 2.802 8.968  -0.25
C -18.244 2.784 8.531  -0.51
As -18.593 4.407 7.404  1.40
C -17.229 5.676 8.119  -0.24
C -18.556 1.527 7.661  -0.51
O -17.816 0.613 7.421  0.09
O -19.811 1.594 7.214  -0.05
C -20.379 0.536 6.415  -0.02
C -16.422 3.237 10.238  -0.52
O -16.877 3.966 11.081  0.11
O -15.216 2.506 10.592  -0.15
C -14.823 2.650 11.941  -0.09
C -15.675 2.336 4.993  -0.58
O -14.483 2.469 4.714  0.05
O -16.434 1.526 4.281  -0.03
C -15.867 0.981 3.058  0.00
H -16.405 5.494 2.781  0.09
H -15.805 4.743 4.221  0.08
H -17.013 6.024 4.428  0.10
H -14.168 0.790 6.756  0.01
H -15.756 0.477 7.605  0.01
H -14.196 0.809 8.521  0.02
H -16.204 5.354 7.993  -0.02
H -17.417 5.790 9.174  0.00
H -17.418 6.583 7.585  0.00
H -20.308 -0.477 6.827  0.10
H -19.936 0.519 5.431  0.08
H -21.440 0.806 6.278  0.07
H -14.210 1.786 12.138  0.08
H -15.647 2.612 12.641  0.09
H -14.230 3.549 12.088  0.09
H -16.659 0.347 2.693  0.09
H -14.936 0.425 3.249  0.10
H -15.671 1.831 2.370  0.11
N -19.336 2.906 9.511  -0.09
C -19.562 1.865 10.416  -0.28
C -18.725 0.733 10.641  -0.03
C -19.142 -0.302 11.495  -0.11
C -20.315 -0.152 12.238  -0.13
C -21.075 1.013 12.091  -0.10
C -20.690 1.976 11.207  -0.08
H -17.839 0.564 10.021  0.10
H -18.539 -1.207 11.499  0.09
H -20.697 -0.881 12.954  0.08
H -21.891 1.175 12.769  0.10
H -21.362 2.828 11.134  0.07